Entry one
The following is a DFT calculation (the ωB97M-V functional and the def2-TZVPD basis) of one molecule with the formula C19H23N3O4.

Values from the calculation:
HOMO level ... -8.786 eV
SMILES ... CC/C(NC[C@@H]1CCCO1)=C1\C(=O)NC(=O)N(Cc2ccccc2)C1=O
Kohn-Sham gap ... 9.351 eV
Lowest unoccupied orbital energy ... 0.56 eV

The geometry in ORCA input format:
```
! RIJCOSX wB97M-V def2-TZVPD def2/J DEFGRID3
* xyz 0 1
C 3.383 3.147 0.260
H 3.991 2.468 -0.335
H 2.710 3.685 -0.400
H 4.035 3.868 0.745
C 2.570 2.391 1.316
C 1.756 1.313 0.671
N 2.282 0.106 0.599
C 3.553 -0.353 1.088
H 4.343 0.377 0.890
H 3.500 -0.538 2.168
C 3.913 -1.674 0.391
C 4.036 -1.546 -1.134
H 5.059 -1.348 -1.446
C 3.510 -2.894 -1.619
H 3.113 -2.859 -2.630
C 2.428 -3.183 -0.580
H 2.247 -4.248 -0.426
H 1.485 -2.694 -0.854
O 2.910 -2.644 0.645
H 4.295 -3.649 -1.568
H 3.392 -0.743 -1.495
H 4.856 -2.038 0.827
H 1.665 -0.613 0.193
C 0.477 1.557 0.128
C -0.260 0.476 -0.490
O 0.193 -0.661 -0.657
N -1.546 0.726 -0.935
C -2.181 1.946 -0.857
O -3.303 2.139 -1.262
N -1.426 2.940 -0.298
C -0.130 2.870 0.201
O 0.361 3.895 0.637
H -1.864 3.853 -0.246
C -2.311 -0.388 -1.501
C -3.034 -1.137 -0.412
C -4.284 -0.705 0.016
C -4.937 -1.369 1.039
C -4.347 -2.466 1.644
C -3.099 -2.896 1.226
C -2.444 -2.233 0.202
H -1.467 -2.562 -0.119
H -2.634 -3.749 1.698
H -4.859 -2.985 2.442
H -5.910 -1.030 1.364
H -4.736 0.156 -0.454
H -3.021 0.043 -2.208
H -1.604 -1.040 -2.016
H 1.910 3.104 1.807
H 3.235 1.952 2.060
*
```

---

Entry two
The following is a DFT calculation (the ωB97M-V functional and the def2-TZVPD basis) of one molecule with the formula C19H23N3O4.

Values from the calculation:
HOMO level ... -8.310 eV
SMILES ... O=C(NCc1ccccc1)C(=O)NC[C@H](c1ccco1)N1CCOCC1
Kohn-Sham gap ... 9.084 eV
Lowest unoccupied orbital energy ... 0.77 eV

The geometry in ORCA input format:
```
! RIJCOSX wB97M-V def2-TZVPD def2/J DEFGRID3
* xyz 0 1
O -1.936 -1.491 0.384
C -2.143 -0.317 0.640
N -3.245 0.190 1.197
H -3.264 1.198 1.299
C -4.435 -0.576 1.491
C -5.547 -0.230 0.534
C -5.407 -0.534 -0.815
C -6.401 -0.198 -1.715
C -7.547 0.444 -1.275
C -7.693 0.750 0.066
C -6.695 0.418 0.967
H -6.812 0.661 2.014
H -8.585 1.251 0.413
H -8.325 0.705 -1.978
H -6.284 -0.440 -2.761
H -4.512 -1.038 -1.152
H -4.743 -0.384 2.524
H -4.156 -1.629 1.386
C -1.098 0.769 0.359
O -1.302 1.941 0.631
N -0.004 0.271 -0.219
C 1.182 1.027 -0.512
H 1.000 2.061 -0.211
H 1.380 0.994 -1.587
C 2.381 0.439 0.262
C 3.596 1.299 0.076
C 4.056 2.031 -0.980
C 5.270 2.625 -0.555
C 5.458 2.214 0.726
O 4.451 1.415 1.118
H 6.234 2.409 1.439
H 5.907 3.267 -1.128
H 3.597 2.142 -1.941
N 2.512 -0.964 -0.113
C 3.221 -1.271 -1.343
H 3.048 -0.481 -2.074
C 4.733 -1.463 -1.143
H 5.188 -1.858 -2.053
O 5.009 -2.404 -0.129
C 4.411 -2.019 1.092
H 4.664 -2.798 1.813
C 2.892 -1.899 0.930
H 2.432 -1.603 1.874
H 2.496 -2.879 0.640
H 4.832 -1.061 1.432
H 5.209 -0.502 -0.896
H 2.802 -2.207 -1.728
H 2.130 0.457 1.329
H 0.044 -0.736 -0.327
*
```

---

Which of them is most stable, and which least? Most stable: entry one; least stable: entry two.

---

Entry one
The following is a DFT calculation (the ωB97M-V functional and the def2-TZVPD basis) of a 3-piece molecular cluster, C2H13N2O2 overall.

Values from the calculation:
HOMO level ... -14.131 eV
Kohn-Sham gap ... 11.138 eV
Lowest unoccupied orbital energy ... -2.99 eV

The geometry in ORCA input format:
```
! RIJCOSX wB97M-V def2-TZVPD def2/J DEFGRID3
* xyz 1 1
N -0.111 -1.301 -1.130
C -0.556 -0.161 -0.259
C -0.460 1.069 -1.166
N 0.909 1.176 -1.690
H -0.912 -1.889 -1.301
H 0.493 -0.967 -1.887
H 0.556 -1.855 -0.571
H -1.611 -0.217 0.013
H 0.054 -0.198 0.629
H -1.136 0.827 -1.993
H -0.876 1.981 -0.738
H 0.949 1.862 -2.435
H 1.495 1.515 -0.939
H 2.622 -0.431 1.173
H 3.124 -0.716 -0.250
O 2.356 -0.806 0.326
H -2.756 -0.537 4.351
H -2.112 0.797 4.014
O -2.029 -0.149 3.854
*
```

---

Entry two
The following is a DFT calculation (the ωB97M-V functional and the def2-TZVPD basis) of a 3-piece molecular cluster, C2H13N2O2 overall.

Values from the calculation:
HOMO level ... -12.506 eV
Kohn-Sham gap ... 9.562 eV
Lowest unoccupied orbital energy ... -2.94 eV

The geometry in ORCA input format:
```
! RIJCOSX wB97M-V def2-TZVPD def2/J DEFGRID3
* xyz 1 1
N 0.668 0.610 0.474
C 0.194 0.348 -0.929
C -0.750 -0.882 -0.998
N -1.551 -0.831 -2.165
H 1.030 -0.237 0.935
H -0.047 1.186 0.988
H 1.460 1.251 0.426
H 1.060 0.216 -1.571
H -0.411 1.195 -1.236
H -1.361 -0.834 -0.084
H -0.202 -1.822 -0.986
H -2.415 -0.319 -2.224
H -1.457 -1.480 -2.920
H 3.020 -1.941 0.692
H 1.991 -2.223 1.764
O 2.382 -1.498 1.261
H -1.733 1.965 2.566
H -0.945 3.124 1.935
O -0.933 2.172 2.070
*
```

---

Which of them is most stable, and which least? Most stable: entry two; least stable: entry one.

---

Entry one
The following is a DFT calculation (the ωB97M-V functional and the def2-TZVPD basis) of C4H7Cl as an isolated structure.

Values from the calculation:
HOMO level ... -9.870 eV
Kohn-Sham gap ... 10.779 eV
Lowest unoccupied orbital energy ... 0.91 eV

The geometry in ORCA input format:
```
! RIJCOSX wB97M-V def2-TZVPD def2/J DEFGRID3
* xyz 0 1
C -0.115 0.064 0.587
C 1.070 1.084 0.161
C 1.788 -0.052 -0.643
C 0.880 -0.931 0.324
H -0.755 -0.054 1.427
H 1.314 1.414 1.354
H 0.650 1.875 -0.570
H 1.150 -0.235 -1.642
H 2.969 -0.584 -0.640
H 0.480 -2.029 -0.142
H 1.536 -1.216 1.243
Cl -1.711 -0.010 -0.212
*
```

---

Entry two
The following is a DFT calculation (the ωB97M-V functional and the def2-TZVPD basis) of one molecule with the formula C4H7Cl.

Values from the calculation:
HOMO level ... -10.056 eV
SMILES ... CC1(Cl)CC1
Kohn-Sham gap ... 11.031 eV
Lowest unoccupied orbital energy ... 0.97 eV

The geometry in ORCA input format:
```
! RIJCOSX wB97M-V def2-TZVPD def2/J DEFGRID3
* xyz 0 1
C -1.461 -0.299 0.618
C -0.208 0.311 -0.148
C 1.195 0.235 0.374
C 0.820 -0.426 -0.950
H -1.535 0.708 1.447
H -1.547 -1.329 1.284
H -2.571 -0.144 -0.067
H 1.892 1.087 0.170
H 1.609 -0.187 1.158
H 1.059 -1.454 -1.159
H 1.636 -0.088 -1.810
Cl -0.888 1.585 -0.916
*
```

---

Which of them is most stable, and which least? Most stable: entry one; least stable: entry two.